{
  "formula": "C27H33CaClN6O2SSi2",
  "method": "ωB97M-V with the def2-TZVPD basis set",
  "elements": ["Ca", "C", "Si", "C", "C", "C", "C", "C", "C", "C", "Si", "C", "C", "H", "H", "H", "H", "H", "H", "H", "H", "H", "H", "H", "H", "H", "H", "H", "H", "N", "N", "C", "N", "N", "N", "O", "O", "H", "H", "H", "H", "H", "S", "C", "C", "C", "C", "C", "C", "C", "C", "C", "N", "H", "H", "H", "H", "H", "H", "Cl", "C", "C", "C", "C", "C", "C", "C", "H", "H", "H", "H", "H", "H"],
  "positions_angstrom": [[0.203, 0.013, -0.439], [0.058, -2.142, 3.192], [-0.410, -0.351, 2.833], [0.519, 0.666, 4.148], [-2.245, -0.179, 3.294], [-2.677, -0.156, 4.628], [-4.024, -0.081, 4.944], [-4.967, -0.037, 3.921], [-4.548, -0.063, 2.600], [-3.189, -0.124, 2.266], [-2.566, -0.112, 0.459], [-3.396, -1.627, -0.328], [-3.495, 1.389, -0.285], [-0.207, -2.370, 4.231], [1.127, -2.316, 3.058], [-0.466, -2.826, 2.525], [0.497, 0.127, 5.102], [0.059, 1.644, 4.295], [1.566, 0.821, 3.879], [-1.950, -0.199, 5.433], [-4.343, -0.064, 5.981], [-6.025, 0.018, 4.157], [-5.292, -0.028, 1.810], [-4.471, -1.640, -0.114], [-2.949, -2.543, 0.064], [-3.256, -1.640, -1.411], [-4.580, 1.230, -0.274], [-3.186, 1.582, -1.314], [-3.273, 2.290, 0.293], [-0.322, 3.514, -1.101], [-0.036, 3.651, -2.483], [0.064, 2.438, -3.177], [0.286, 2.619, -4.527], [0.039, 1.330, -2.513], [0.016, 0.131, -3.189], [0.003, -0.905, -2.398], [-0.155, 0.023, -4.446], [-0.562, 4.431, -0.747], [0.489, 3.162, -0.591], [0.793, 4.209, -2.673], [-0.286, 3.363, -4.902], [0.184, 1.719, -5.006], [5.036, 0.923, 0.603], [4.924, -0.439, -0.432], [3.635, -0.712, -0.778], [2.647, 0.179, -0.223], [3.292, 1.107, 0.548], [2.630, 2.154, 1.317], [3.311, 2.987, 2.220], [2.617, 3.945, 2.925], [1.242, 4.063, 2.745], [0.644, 3.198, 1.847], [1.303, 2.285, 1.138], [5.820, -0.969, -0.720], [3.378, -1.553, -1.410], [4.377, 2.862, 2.362], [3.138, 4.587, 3.625], [0.649, 4.780, 3.296], [-0.430, 3.228, 1.682], [-0.876, -9.193, 0.442], [-0.456, -7.479, 0.314], [0.309, -6.864, 1.301], [0.642, -5.533, 1.205], [0.235, -4.701, 0.097], [0.573, -3.369, -0.006], [-0.570, -5.392, -0.882], [-0.893, -6.723, -0.773], [0.644, -7.443, 2.155], [1.238, -5.082, 1.992], [0.284, -2.802, -0.879], [1.197, -2.895, 0.741], [-0.931, -4.830, -1.736], [-1.501, -7.194, -1.540]],
  "atomic_forces_ev_per_a": [[0.565, 0.127, 1.170], [-0.061, -0.024, 0.083], [-0.252, -0.016, -0.382], [0.077, 0.041, -0.024], [0.129, -0.042, 0.329], [-0.051, 0.016, -0.063], [-0.011, 0.003, 0.005], [-0.013, 0.003, 0.013], [0.041, 0.010, 0.006], [-0.199, 0.010, -0.118], [-0.432, 0.025, 0.449], [0.053, -0.052, -0.030], [0.036, 0.037, -0.033], [0.007, -0.041, 0.016], [0.027, 0.021, 0.011], [-0.003, -0.033, -0.002], [-0.002, 0.020, 0.034], [-0.004, 0.042, 0.012], [0.027, -0.010, -0.014], [0.026, -0.003, 0.015], [-0.007, 0.002, 0.000], [0.004, -0.002, 0.008], [-0.017, -0.001, -0.012], [-0.019, -0.009, -0.001], [-0.014, -0.031, 0.006], [0.010, 0.024, -0.022], [-0.026, 0.006, 0.012], [-0.006, -0.023, -0.029], [-0.014, 0.031, 0.006], [0.190, 0.069, -0.082], [-0.004, 0.080, 0.118], [0.017, 0.047, 0.013], [-0.037, -0.034, 0.002], [-0.187, -0.278, -0.550], [0.177, 0.080, 0.068], [-0.184, -0.124, -0.808], [-0.072, 0.106, -0.203], [-0.042, -0.036, -0.034], [-0.111, 0.019, -0.081], [-0.043, -0.051, 0.012], [0.021, -0.023, -0.004], [-0.001, 0.007, 0.066], [0.098, 0.012, 0.017], [-0.027, -0.034, -0.047], [0.060, 0.107, 0.082], [0.401, -0.260, -0.048], [-0.210, 0.180, 0.082], [0.086, -0.084, -0.065], [-0.009, 0.017, 0.010], [0.000, 0.014, 0.032], [-0.012, -0.048, -0.010], [-0.003, 0.034, 0.115], [-0.025, -0.036, 0.014], [0.024, -0.009, -0.005], [0.002, -0.013, -0.008], [-0.001, -0.003, -0.006], [-0.011, 0.001, -0.006], [0.002, 0.009, 0.005], [-0.014, -0.007, -0.012], [0.011, 0.044, -0.004], [-0.002, -0.019, 0.005], [-0.001, -0.055, 0.037], [0.009, 0.040, -0.009], [-0.063, -0.040, 0.135], [-0.048, 0.149, -0.020], [0.017, 0.036, 0.002], [-0.036, -0.046, -0.029], [0.000, 0.004, -0.004], [0.013, 0.000, 0.004], [0.036, 0.007, -0.196], [0.107, -0.004, -0.020], [0.001, 0.008, -0.016], [0.004, 0.002, 0.000]],
  "lowdin_charge": [1.0428, -0.2490, 0.5961, -0.2497, -0.3346, -0.1175, -0.1240, -0.1219, -0.1160, -0.3341, 0.5137, -0.2455, -0.2660, 0.0197, 0.0171, 0.0093, 0.0124, 0.0085, 0.0090, 0.0870, 0.0840, 0.0844, 0.0879, 0.0091, 0.0158, 0.0146, 0.0048, -0.0002, 0.0022, 0.0180, -0.0639, -0.4468, 0.1188, 0.0606, -0.4659, -0.3024, -0.1128, 0.0718, 0.0339, 0.1178, 0.0802, 0.0588, 0.9214, -0.4651, -0.2340, -0.2391, -0.5644, -0.3069, -0.0537, -0.0892, -0.0916, -0.1864, 0.0549, 0.0442, 0.0867, 0.0782, 0.0970, 0.0918, 0.1108, 0.4880, -0.7306, -0.1810, -0.0963, -0.3708, -0.0754, -0.0880, -0.1779, 0.0816, 0.0853, -0.0023, 0.0091, 0.0931, 0.0824],
  "total_energy_ha": -3642.5298,
  "molar_mass_g_mol": 637.4,
  "charge": -2,
  "max_force_ev_per_a": 1.3,
  "homo_ha": [0.00560, 0.00582]
}